## 1
A cluster of 2 separate species, C3H5IO in total, computed with wB97M-V/def2-TZVPD.

The value obtained for the orbital gap (spin up / spin down) is 6.9 / 6.9 eV. The value obtained for the HOMO energy (spin up / spin down) is -8.66 / -8.67 eV.

Each line ends with the Mulliken charge.
Atoms and positions in Å:
C 0.765 -1.177 -0.858  -0.471
C 0.523 -0.681 0.409  -0.065
C -0.642 -0.018 0.717  -0.379
O 0.185 2.084 -0.173  -0.683
I -2.495 -0.257 -0.126  0.202
H 1.708 -1.705 -1.049  0.258
H -0.039 -1.091 -1.517  0.180
H 1.415 -0.283 0.974  0.230
H -0.678 0.561 1.600  0.479
H -0.741 2.567 0.022  0.249

---

## 2
A cluster of 2 separate species, C3H5IO in total, computed with wB97M-V/def2-TZVPD.

The value obtained for the orbital gap (spin up / spin down) is 8.5 / 7.5 eV. The value obtained for the HOMO energy (spin up / spin down) is -8.37 / -7.79 eV.

Each line ends with the Mulliken charge.
Atoms and positions in Å:
C -1.149 -0.345 -1.556  -1.025
C 1.131 0.667 -0.062  0.209
C 0.710 -0.028 1.226  -0.482
O 1.821 1.585 -0.208  -0.315
I -2.622 -0.505 -0.043  0.094
H -0.755 -1.263 -1.836  0.441
H -0.951 0.585 -1.993  0.482
H 1.530 -0.728 1.545  0.281
H -0.124 -0.709 0.925  0.072
H 0.408 0.741 2.002  0.244

---

Top of the stability list: 2, leading by 1.077 eV.

---

## 1
A cluster of 2 separate species, C3H4BrNO in total, computed with wB97M-V/def2-TZVPD.

The value obtained for the orbital gap is 9.1 eV. The value obtained for the HOMO energy is -8.64 eV.

Each line ends with the Mulliken charge.
Atoms and positions in Å:
C -0.376 0.834 0.485  -0.364
C -1.060 -0.225 0.937  -0.255
C 0.492 0.322 -0.567  -0.103
N 0.015 -0.934 -0.845  -0.105
O -0.823 -1.346 0.227  -0.297
Br 2.530 0.370 0.078  -0.269
H -0.351 1.827 0.878  0.368
H -1.753 -0.325 1.750  0.415
H 0.696 1.161 -1.806  0.301
H 0.629 -1.683 -1.138  0.308

---

## 2
A cluster of 2 separate species, C3H4BrNO in total, computed with wB97M-V/def2-TZVPD.

The value obtained for the orbital gap (spin up / spin down) is 7.4 / 7.4 eV. The value obtained for the HOMO energy (spin up / spin down) is -7.94 / -7.95 eV.

Each line ends with the Mulliken charge.
Atoms and positions in Å:
C 0.294 -0.217 0.559  -0.551
C 0.743 -0.485 -0.658  -0.347
C -0.228 -0.963 -1.529  0.722
N -2.164 0.094 -1.072  -0.545
O -0.438 -1.558 -2.501  -0.326
Br -3.182 -0.641 -2.398  -0.097
H 0.842 0.238 1.420  0.276
H -0.717 -0.557 0.895  0.286
H 1.728 -0.200 -0.886  0.360
H -1.992 1.096 -1.104  0.223

---

## 3
A cluster of 2 separate species, C3H4BrNO in total, computed with wB97M-V/def2-TZVPD.

The value obtained for the orbital gap is 10.1 eV. The value obtained for the HOMO energy is -9.41 eV.

Each line ends with the Mulliken charge.
Atoms and positions in Å:
C -2.986 2.672 0.121  -0.965
C -2.440 1.480 0.169  0.819
O -2.146 0.343 0.297  -0.365
H -3.868 2.892 0.651  0.268
H -2.906 3.401 -0.706  0.241
C 0.722 -0.290 -1.502  -0.181
N 1.111 0.315 -0.471  -0.224
Br 2.866 0.276 -0.030  -0.068
H -0.347 -0.330 -1.625  0.224
H 1.363 -0.836 -2.234  0.250

---

Top of the stability list: 3, leading by 0.788 eV.

---

## 1
The molecule C2ClN3O, computed with wB97M-V/def2-TZVPD.

The value obtained for the orbital gap is 7.1 eV. The value obtained for the HOMO energy is -9.22 eV.

Each line ends with the Mulliken charge.
Atoms and positions in Å:
C -0.979 -0.357 -0.360  0.088
C 0.773 0.914 0.025  0.659
N -0.245 -1.283 0.005  0.144
N 1.480 -0.072 0.201  -0.136
N 1.009 -1.325 0.067  -0.381
O 0.455 2.031 -0.024  -0.333
Cl -2.493 0.091 0.086  -0.042

---

## 2
The molecule C2ClN3O, computed with wB97M-V/def2-TZVPD.

The value obtained for the orbital gap is 8.2 eV. The value obtained for the HOMO energy is -8.74 eV.

Each line ends with the Mulliken charge.
Atoms and positions in Å:
C -1.271 -1.159 -0.197  0.258
C 0.874 1.527 0.272  0.540
N -0.083 -1.125 0.025  0.424
N 1.310 0.461 0.629  -0.024
N 0.995 -0.841 0.561  -0.771
O 0.556 2.638 0.125  -0.394
Cl -2.380 -1.501 -1.415  -0.034

---

Top of the stability list: 2, leading by 0.482 eV.